# C6H12Br12NOS

C6H12Br12NOS as an isolated structure (the ωB97M-V functional and the def2-TZVPD basis, OMol25).

Computed properties:
frontier orbital gap	7.71	eV
total charge	+1

Last column: natural (NBO) charge in e.
Geometry (Å):
Br 1.16558 3.21466 -5.51446  0.111
Br 3.98881 -2.31785 2.15634  0.094
Br 1.13258 -3.69812 1.88695  0.068
Br 0.30077 1.79087 -2.80096  0.066
Br -1.28789 -1.71322 3.99735  0.071
Br 5.38509 -3.08939 -4.91747  0.104
Br 2.88414 -1.22091 -4.29632  0.079
Br 1.13667 0.22211 3.23813  0.078
Br 5.49094 -1.02267 -2.49758  0.090
Br 0.69719 -0.67960 6.25799  0.128
Br 2.40001 -2.19129 -0.59950  0.109
Br -0.41478 0.45395 -5.59460  0.107
S -2.85067 2.23159 2.70513  0.895
O -2.46987 0.68420 -0.75644  -0.681
N -4.48403 2.12016 2.38123  -0.943
C -2.91313 0.34216 0.54732  -0.081
C 0.52456 -1.17841 4.41336  -0.499
C 4.80537 -1.37760 -4.26024  -0.498
C -0.14791 2.10848 -4.65084  -0.501
C -2.05045 1.02102 1.62501  -0.610
C 2.76728 -3.22532 0.97672  -0.498
H -1.22394 1.51429 1.13698  0.283
H -1.08400 2.64364 -4.66608  0.221
H 3.24195 -4.14413 0.66871  0.232
H -2.79699 1.57032 -0.98274  0.466
H -1.65639 0.28870 2.31727  0.285
H -4.69882 2.41005 1.43374  0.402
H 1.15544 -2.03815 4.23929  0.240
H -2.75859 -0.72067 0.63899  0.226
H -2.47915 3.39455 2.13239  0.122
H 5.20551 -0.62399 -4.92008  0.227
H -3.96935 0.55148 0.64816  0.183
H -4.99595 2.67904 3.05627  0.425

***

# C6H12BrCdN2

C6H12BrCdN2 as an isolated structure (the ωB97M-V functional and the def2-TZVPD basis, OMol25).

Computed properties:
ΔE to the lowest compared entry with this formula, charge and spin	108.8	kcal per mole
frontier orbital gap (spin up / spin down)	2.43 / 2.32	eV
total charge	-1

Last column: natural (NBO) charge in e.
Geometry (Å):
Cd -1.43960 -0.53005 1.09107  0.057
Br 2.64572 -3.68080 3.78643  0.005
N -3.36786 -1.73430 1.17699  -1.211
N -0.04732 -2.24913 0.96935  -0.628
C 0.80411 -2.36931 2.02900  -0.022
C 1.55599 -3.52984 2.20983  -0.113
C -0.07228 -3.22904 0.03291  0.000
C 1.47227 -4.56554 1.27615  -0.264
C 0.67083 -4.39234 0.15281  -0.256
C 1.16213 2.65258 -1.75529  -1.999
H 0.80656 -1.53531 2.72770  0.226
H 0.38321 2.21149 -2.35928  0.249
H -3.11375 -2.61789 1.64783  0.375
H -4.05748 -1.23065 1.75250  0.391
H 2.01002 2.94989 -2.39634  0.249
H 0.69222 -5.10313 -0.66913  0.215
H 1.09400 2.17027 -0.66121  0.221
H 2.04715 -5.47173 1.37647  0.219
H -0.67066 -3.03131 -0.84897  0.196
H 1.74012 1.72152 -1.35910  0.371
H -3.77188 -1.93704 0.25630  0.374
H 0.74985 3.48991 -1.25068  0.344

***

# C6H12BrNO4

A 2-piece molecular cluster, C6H12BrNO4 overall (the ωB97M-V functional and the def2-TZVPD basis, OMol25).

Computed properties:
SMILES string	CC(C)(O)/C(Br)=[N+](/[O-])O.CC=O
ΔE to the lowest compared entry with this formula, charge and spin	29.5	kcal per mole
frontier orbital gap (spin up / spin down)	9.33 / 9.33	eV
total charge	0

Last column: natural (NBO) charge in e.
Geometry (Å):
Br 2.52021 -0.59627 0.44288  0.107
O -0.37306 0.97476 -1.66873  -0.578
O -0.28252 -1.90354 1.18234  -0.709
O -0.95914 2.13411 0.25354  -0.629
O 1.77383 1.42336 -1.44276  -0.459
N 0.84034 0.68484 -1.14128  0.281
C -0.35028 -1.27164 -0.01967  0.216
C 0.13895 -2.05904 -1.23744  -0.625
C -0.16597 1.57792 1.00260  0.419
C 1.00555 2.35279 1.53629  -0.719
C 0.76285 -0.17297 -0.18385  0.077
C -1.83362 -0.88163 -0.30507  -0.625
H -1.91433 -0.71520 -1.31194  0.222
H -2.66500 -1.56870 0.01921  0.246
H -0.53596 -2.90958 -1.28577  0.217
H -0.44399 0.55903 1.51620  0.154
H 1.85199 1.71544 1.68725  0.241
H 1.12065 3.21307 0.90819  0.252
H -1.11930 1.26883 -0.98682  0.526
H 0.49719 -2.40467 1.36338  0.490
H 1.13599 -2.60375 -1.01593  0.210
H -1.91807 0.16052 0.10186  0.215
H 0.20169 -1.43910 -2.04638  0.222
H 0.71201 2.46143 2.63191  0.246

***

# C6H12Cl6

A 3-piece molecular cluster, C6H12Cl6 overall (the ωB97M-V functional and the def2-TZVPD basis, OMol25).

Computed properties:
SMILES string	ClCCCl.ClCCCl.ClCCCl
ΔE to the lowest compared entry with this formula, charge and spin	6.1	kcal per mole
frontier orbital gap	10.94	eV
total charge	0

Last column: natural (NBO) charge in e.
Geometry (Å):
Cl -4.03161 35.78637 7.15310  -0.075
Cl -4.20477 28.66809 2.67483  -0.066
Cl -3.80481 31.03389 5.14637  -0.090
Cl -5.77387 39.18590 10.23036  -0.070
Cl -7.42447 35.11701 7.04685  -0.064
Cl -8.10817 39.50963 8.04832  -0.060
C -6.57585 38.70994 7.59014  -0.393
C -5.76801 38.16473 8.74879  -0.380
C -2.79999 28.89736 3.77445  -0.383
C -3.21778 29.32864 5.13754  -0.372
C -4.87077 34.28594 6.66756  -0.381
C -6.13567 34.61025 5.92618  -0.389
H -2.12688 29.60445 3.30293  0.227
H -4.04083 28.72039 5.49465  0.229
H -6.50390 33.74739 5.37855  0.230
H -5.97339 35.43180 5.23343  0.226
H -4.72252 38.09241 8.47035  0.226
H -2.31455 27.92409 3.83146  0.227
H -6.86452 37.88175 6.94210  0.231
H -5.10342 33.75096 7.58227  0.230
H -4.19875 33.71818 6.03347  0.230
H -6.03015 39.42599 6.98311  0.215
H -2.38185 29.28119 5.83053  0.228
H -6.11725 37.18052 9.04222  0.223

***

# C6H12Cl6F6Mg2N3O12S6

C6H12Cl6F6Mg2N3O12S6 as an isolated structure (the ωB97M-V functional and the def2-TZVPD basis, OMol25).

Computed properties:
ΔE to the lowest compared entry with this formula, charge and spin	0.0	kcal per mole
frontier orbital gap	6.92	eV
total charge	+1

Last column: natural (NBO) charge in e.
Geometry (Å):
Cl 6.19679 -0.68377 2.87479  -0.007
Cl 2.89630 -0.54070 1.84994  -0.125
Cl 0.55240 7.43188 0.48967  -0.057
Cl -1.91392 -1.28620 2.99620  -0.229
Cl -2.49562 7.32639 -0.64879  -0.034
Cl -5.15705 -2.70261 3.31359  -0.025
S 0.17321 0.49777 -0.15729  2.502
S 1.31240 -4.12427 0.09394  2.475
S 0.64070 -2.76600 -4.70650  2.465
S -1.04475 -3.51944 -0.39177  2.521
S 1.89112 -0.64139 -4.14518  2.488
S -2.08610 1.46871 -0.63666  2.477
Mg -0.88416 -0.93244 -2.60658  1.842
Mg 0.17670 -1.91728 2.12124  1.806
F 2.56771 -3.38607 0.73408  -0.486
F 1.42460 0.85877 -3.79490  -0.515
F 1.16080 -0.43491 -0.95912  -0.473
F -3.29625 1.11751 -1.59111  -0.479
F -2.23011 -3.08020 0.53728  -0.475
F -0.33037 -3.62897 -3.79279  -0.501
O -1.28298 -4.87222 -0.67286  -0.781
O -1.75733 2.79760 -0.98806  -0.843
O -2.51089 1.16960 0.69226  -0.901
O -0.03305 -2.64488 -5.94999  -0.858
O -1.11671 -2.53952 -1.44875  -1.055
O 1.88367 -3.44486 -4.61197  -0.835
O 2.88139 -0.93159 -3.16296  -0.881
O 1.27398 -5.38859 0.73620  -0.849
O 1.48076 -4.01415 -1.31404  -0.853
O 2.24047 -0.57240 -5.51791  -0.849
O 0.79736 1.75815 -0.10743  -0.781
O 0.00475 -0.28459 1.04337  -1.073
N 0.48369 -1.32865 -3.79589  -1.441
N 0.20695 -3.08369 0.66080  -1.410
N -1.11558 0.26937 -1.21359  -1.351
C 0.11160 6.54595 -0.99146  -0.385
C 3.76298 0.48065 3.07452  -0.343
C 4.77504 -0.32380 3.85154  -0.421
C -4.63618 -1.09161 2.74738  -0.417
C -3.49287 -0.57970 3.57897  -0.284
C -1.32934 6.04264 -0.98056  -0.397
H -3.41146 0.50406 3.58383  0.259
H 4.36856 -1.24620 4.26235  0.224
H 0.20898 7.25591 -1.80970  0.222
H -5.48225 -0.42557 2.91634  0.259
H -3.58248 -0.93006 4.60323  0.257
H -4.44736 -1.17677 1.68261  0.244
H -1.49944 5.63424 -1.97708  0.219
H -1.45547 5.23541 -0.26488  0.213
H 5.08623 0.26838 4.71397  0.244
H 2.96611 0.88978 3.68746  0.227
H 4.26499 1.25497 2.50219  0.250
H 0.80144 5.71534 -1.10993  0.219

***

# C6H12ClIO2OsP

C6H12ClIO2OsP as an isolated structure (the ωB97M-V functional and the def2-TZVPD basis, OMol25).

Computed properties:
ΔE to the lowest compared entry with this formula, charge and spin	30.3	kcal per mole
frontier orbital gap (spin up / spin down)	7.09 / 5.66	eV
expectation value of S²	6.03
total charge	+3
multiplicity	5

Last column: natural (NBO) charge in e.
Geometry (Å):
Os 0.00172 -1.30376 0.58565  0.313
I 1.07130 -1.80905 -1.91770  0.727
Cl -2.46209 -1.21138 0.68382  0.188
P -0.10887 0.94216 -0.26465  1.138
O -0.38769 -0.38223 3.44587  -0.214
O 3.00820 -0.87054 0.80522  -0.212
C -0.79479 2.02991 1.04148  -0.955
C -0.26337 -0.90128 2.40051  0.553
C 0.06515 -3.27474 -0.00822  -0.779
C 1.42741 1.79426 -0.89520  -0.935
C -1.24426 0.98481 -1.72609  -0.926
C 1.86447 -1.00350 0.80801  0.587
H 0.00764 -4.04559 -0.83208  0.348
H 0.02125 2.34203 1.71112  0.290
H 1.93662 2.29705 -0.05802  0.299
H -1.27349 2.92613 0.62069  0.322
H -1.52832 1.45475 1.61882  0.259
H 2.12543 1.08273 -1.35825  0.255
H -1.04908 1.88805 -2.33531  0.316
H 1.17633 2.55878 -1.65197  0.321
H -0.98393 -2.96422 0.24142  0.266
H -1.07643 0.07264 -2.32526  0.250
H 0.75066 -3.59793 0.77647  0.298
H -2.28384 0.99094 -1.36633  0.292

***

# C6H12ClN

An isolated molecule of C6H12ClN (the ωB97M-V functional and the def2-TZVPD basis, OMol25).

Computed properties:
SMILES string	CC(C)=C(Cl)N(C)C
ΔE to the lowest compared entry with this formula, charge and spin	75.1	kcal per mole
frontier orbital gap	8.21	eV
total charge	0

Last column: natural (NBO) charge in e.
Geometry (Å):
Cl -1.77593 0.80285 1.24166  -0.029
N 0.65716 -0.24287 1.08373  -0.483
C -1.87465 0.91493 -1.70305  -0.675
C -0.50175 0.58285 -1.20697  0.009
C 0.90996 -1.63411 0.99936  -0.400
C -0.38134 0.33646 0.35627  0.115
C 0.70126 0.28018 -2.04132  -0.658
C 0.78410 0.13174 2.49798  -0.415
H 1.74932 -0.11657 2.82665  0.205
H 0.34774 -0.29421 -2.97701  0.220
H 0.98392 -1.85845 -0.12444  0.203
H -2.49730 0.24111 -2.28746  0.222
H -1.76080 1.84303 -2.27029  0.214
H 1.47266 -0.14775 -1.43472  0.231
H 1.97121 -1.88075 1.28863  0.202
H -0.00526 -0.38047 3.07795  0.181
H 1.12486 1.26566 -2.42970  0.219
H 0.41773 1.19242 2.59520  0.218
H -2.52722 1.21839 -0.92838  0.238
H 0.20433 -2.25444 1.43592  0.183

***

# C6H12ClN3S

C6H12ClN3S as an isolated structure (the ωB97M-V functional and the def2-TZVPD basis, OMol25).

Computed properties:
ΔE to the lowest compared entry with this formula, charge and spin	0.0	kcal per mole
frontier orbital gap (spin up / spin down)	8.00 / 8.00	eV
total charge	+2

Last column: natural (NBO) charge in e.
Geometry (Å):
Cl -3.33424 0.03269 -3.81897  0.305
S -1.40764 1.00702 -0.76717  1.350
N -0.07072 1.56610 -0.60377  -0.535
N -2.82817 -1.47509 -1.78620  -0.595
N -1.51710 -0.79872 -0.04532  -0.691
C 1.30600 1.72756 -0.42738  -0.111
C 1.86367 0.67826 0.53033  -0.614
C 1.55012 3.16824 0.04095  -0.596
C -2.22525 -1.74222 -0.57831  0.608
C -2.59783 -0.31950 -2.40455  0.093
C -2.43051 -3.06861 0.01434  -0.718
H 1.71459 -0.32768 0.14433  0.215
H 2.93198 0.83599 0.65380  0.270
H -3.42465 -3.12224 0.47241  0.309
H 0.96843 3.38431 0.93148  0.230
H 1.39732 0.77282 1.50708  0.224
H 2.60419 3.28470 0.27811  0.257
H -1.70688 -3.29125 0.79622  0.283
H -1.06041 -0.98262 0.84413  0.453
H -2.40245 -3.85432 -0.74027  0.288
H 1.77717 1.61151 -1.41723  0.279
H 1.29060 3.88116 -0.73709  0.243
H -3.42045 -2.21127 -2.18800  0.454

***

no.,DFT total energy (eV)
1,-861289.7878
2,-83994.9592
3,-86132.8568
4,-81551.7435
5,-202790.7845
6,-42852.8131
7,-20426.3139
8,-34223.8523